1.
Computed, not measured: a structure of composition C47H57CsN10OP2S2, with the ωB97M-V functional and the def2-TZVPD basis.

```
120
C47H57CsN10OP2S2 (the ωB97M-V functional and the def2-TZVPD basis)
Cs -0.34 0.06 -0.23
S 1.37 -0.28 2.77
S 2.64 -2.89 1.97
P -2.55 -2.14 -0.96
P -2.84 2.03 -0.36
O 6.17 1.06 1.12
N 3.80 -2.07 -2.17
N 7.57 1.52 2.75
N 2.88 4.14 -1.60
N 0.39 -2.71 3.18
N 1.69 2.40 -0.89
N 7.80 0.27 2.36
N 2.66 4.25 -0.29
N 3.44 -0.94 -2.77
N 1.80 -1.65 -1.44
N -4.44 -0.21 -0.41
C 5.10 -2.66 -2.38
C -6.44 -1.21 -1.41
C 5.96 -2.55 -1.14
C 4.83 5.80 2.32
C -2.31 4.38 1.45
C -1.64 -1.99 -3.55
C -5.10 0.75 0.26
C 4.36 4.90 1.37
C 2.81 -2.49 -1.38
C 7.51 -3.54 0.42
C -6.92 1.60 1.62
C -3.11 -2.60 1.68
C -6.28 0.55 1.01
C 3.21 5.33 0.48
C -5.22 3.11 0.84
C 6.48 4.21 3.05
C 6.00 3.30 2.10
C 2.28 3.03 -1.93
C -1.92 2.04 2.18
C -4.53 2.05 0.27
C -1.53 -2.94 -2.35
C -1.90 3.00 0.98
C 6.70 -3.64 -0.70
C -2.87 3.13 -1.89
C -2.95 -4.71 0.40
C -6.43 2.89 1.49
C -4.30 -2.36 -1.40
C 4.95 3.66 1.26
C -5.07 -1.22 -1.03
C 7.60 -2.35 1.11
C -3.36 2.21 -3.00
C 1.56 -4.38 2.01
C -7.01 -2.29 -2.03
C 2.23 -0.72 -2.31
C 1.36 -1.91 2.69
C 6.86 -1.24 0.67
C -3.74 4.39 -1.87
C 1.96 3.19 0.13
C -6.25 -3.42 -2.33
C -2.38 -3.30 0.52
C -4.90 -3.43 -2.04
C 0.62 -4.13 3.18
C 6.04 -1.35 -0.45
C 5.89 5.45 3.15
C 6.60 1.99 2.01
C -1.70 -4.36 -2.87
C 6.96 0.00 1.40
H -2.94 -5.18 1.38
H 4.37 6.77 2.41
H -6.97 3.73 1.92
H 2.86 -3.38 -0.79
H -1.69 1.02 1.87
H -1.62 -5.11 -2.08
H 2.27 2.65 -2.93
H 5.56 -2.11 -3.21
H -4.32 -4.30 -2.31
H -6.66 -0.46 1.12
H -3.27 4.34 1.97
H -8.06 -2.27 -2.28
H 6.63 -4.58 -1.23
H -1.82 3.41 -2.08
H -0.32 -4.66 3.04
H 1.67 3.02 1.15
H -7.82 1.42 2.19
H -4.76 4.13 -1.60
H -0.32 -2.30 3.78
H 1.03 -4.42 1.06
H 5.48 -0.49 -0.78
H 8.23 -2.24 1.97
H -2.78 1.29 -3.03
H -2.77 -1.58 1.82
H -0.87 3.06 0.59
H -4.40 1.94 -2.82
H -0.50 -2.85 -1.94
H -3.29 2.70 -3.97
H -3.98 -4.67 0.05
H 1.08 -4.46 4.12
H -7.03 -0.32 -1.23
H 2.42 5.77 1.09
H -1.58 4.76 2.17
H -2.37 5.09 0.63
H 6.25 6.16 3.88
H -2.96 -3.17 2.60
H 2.18 -5.26 2.12
H 7.30 3.91 3.69
H 4.98 -3.71 -2.67
H -2.36 -5.33 -0.27
H -2.92 2.04 2.61
H -2.64 -4.48 -3.39
H -0.90 -4.56 -3.58
H -4.17 -2.58 1.46
H -1.31 -3.35 0.74
H -1.41 -0.96 -3.27
H -0.96 -2.30 -4.34
H 8.08 -4.39 0.75
H 4.61 2.94 0.53
H -3.75 4.83 -2.87
H -3.36 5.14 -1.18
H -6.71 -4.27 -2.81
H -2.65 -2.02 -3.94
H 3.56 6.08 -0.23
H -1.21 2.34 2.95
H -4.84 4.12 0.77
H 1.65 0.13 -2.61
```

Results
E_LUMO = -0.5 eV
E_tot = -107408.3548 eV
Net charge = 0
HOMO energy = -5.31 eV



2.
Computed, not measured: a structure of composition C47H58BN10PbSSe, with the ωB97M-V functional and the def2-TZVPD basis.

```
119
C47H58BN10PbSSe (the ωB97M-V functional and the def2-TZVPD basis)
Pb 13.60 12.76 16.31
Se 9.89 10.17 16.60
S 17.81 16.15 18.50
N 8.59 10.26 15.45
N 14.12 13.34 18.83
N 13.81 11.23 13.39
N 15.38 10.70 17.96
N 15.34 12.85 19.29
N 15.71 10.00 16.86
N 10.47 11.76 16.27
N 15.96 13.36 16.27
N 12.16 11.93 11.69
N 16.72 12.76 17.19
C 12.04 16.92 12.91
C 9.03 19.09 16.65
C 17.99 13.12 16.86
C 9.74 13.73 15.08
C 13.09 14.89 15.68
C 11.19 14.00 19.03
C 13.08 11.55 12.56
C 9.53 17.86 17.12
C 14.43 10.01 18.65
C 8.74 14.23 14.29
C 10.37 18.72 14.58
C 11.63 17.50 10.53
C 11.49 13.26 11.90
C 16.07 16.35 17.95
C 9.63 12.30 15.44
C 13.27 16.40 12.42
C 17.54 16.89 20.08
C 12.64 16.18 19.33
C 12.32 14.79 19.85
C 16.08 14.61 14.14
C 9.40 19.44 15.36
C 14.88 8.98 16.76
C 13.61 16.55 11.11
C 14.47 13.95 20.95
C 10.39 17.15 16.37
C 18.04 13.82 15.69
C 10.61 11.22 9.92
C 8.56 11.49 15.04
C 12.52 15.71 14.93
C 11.48 10.77 11.14
C 7.54 12.13 14.14
C 14.70 8.09 15.61
C 10.81 13.72 10.62
C 15.08 6.63 15.79
C 9.91 12.55 10.06
C 16.67 13.98 15.39
C 14.06 8.90 17.89
C 7.68 13.44 13.71
C 11.21 17.39 11.88
C 10.81 17.47 15.06
C 15.48 13.14 20.58
C 16.89 15.77 13.62
C 16.17 13.45 13.10
C 13.57 14.04 19.82
C 11.81 16.69 14.28
C 13.28 8.18 15.04
C 12.83 17.07 10.07
B 16.23 11.95 18.38
H 14.30 14.39 21.96
H 7.05 13.77 12.91
H 11.28 12.92 19.31
H 13.10 16.21 18.31
H 11.47 14.16 18.00
H 9.10 17.40 17.98
H 13.87 10.44 19.53
H 12.95 9.20 14.91
H 13.32 8.16 18.17
H 18.95 14.12 15.25
H 8.39 19.79 17.28
H 9.64 12.82 9.03
H 15.07 14.96 14.36
H 9.91 10.41 9.75
H 15.49 15.63 18.56
H 12.23 9.95 10.95
H 15.13 6.12 14.85
H 15.62 12.59 13.47
H 16.77 16.31 20.55
H 18.79 12.86 17.51
H 8.79 15.23 13.92
H 13.95 15.92 13.09
H 17.94 15.54 13.57
H 11.40 13.90 9.75
H 10.73 10.41 11.89
H 11.95 14.71 20.90
H 17.21 13.18 12.96
H 16.84 16.54 14.41
H 13.20 17.06 9.04
H 10.57 14.32 15.45
H 14.64 16.19 10.93
H 10.21 14.61 10.77
H 11.34 11.12 9.12
H 15.76 17.45 18.05
H 10.71 19.12 13.69
H 16.62 16.18 12.63
H 16.33 12.74 21.06
H 15.67 13.75 12.17
H 8.97 12.56 10.67
H 13.38 7.64 14.06
H 13.46 16.61 19.92
H 10.68 16.17 16.77
H 9.03 20.39 15.10
H 17.04 17.89 20.00
H 16.10 6.60 16.03
H 14.40 6.08 16.45
H 6.66 11.51 13.78
H 12.57 7.60 15.58
H 17.18 11.62 19.05
H 15.42 8.54 14.94
H 10.85 17.89 9.88
H 11.84 16.91 19.40
H 18.49 16.85 20.58
H 10.75 13.12 12.69
H 10.17 17.65 12.00
H 12.31 13.99 12.13
H 10.27 14.43 19.35
H 15.84 16.09 16.93
```

Results
E_LUMO = 1.3 eV
E_tot = -146684.8288 eV
ΔE to the lowest compared entry with this formula, charge and spin = 72.5 kJ/mol
Net charge = -1
HOMO energy = -2.86 eV



3.
Computed, not measured: a structure of composition C47H58BrClNO3P3S2Ti, with the ωB97M-V functional and the def2-TZVPD basis.

```
117
C47H58BrClNO3P3S2Ti (the ωB97M-V functional and the def2-TZVPD basis)
Br -1.50 -1.83 -2.13
Ti -0.59 0.02 -0.69
Cl -5.60 6.95 1.47
S 2.99 -4.70 2.46
S 0.76 -2.95 0.52
P 1.72 -4.64 0.95
P 1.91 -0.02 -1.30
P -0.77 -0.24 1.83
O -1.27 1.35 -2.27
O -3.39 3.34 -2.59
O -2.57 0.76 -0.62
N 0.13 1.80 0.12
C 0.95 2.53 -0.77
C -2.20 1.98 2.95
C -4.63 4.56 0.65
C -0.62 2.39 1.15
C -3.59 1.93 -2.47
C 3.62 0.70 0.78
C 3.81 4.54 -3.34
C 1.70 4.50 -1.96
C 0.92 -1.53 3.72
C 2.44 -5.89 -2.89
C -3.91 4.14 -1.60
C 2.24 -2.10 -3.07
C -4.72 6.30 -1.01
C 0.47 -5.97 1.13
C -1.38 -8.04 1.35
C -4.10 3.69 -0.30
C -1.53 4.20 2.49
C -3.20 -1.54 1.69
C 1.82 -5.57 -1.70
C 2.33 -0.57 -3.00
C 2.79 3.83 -2.50
C -1.33 1.49 1.99
C -1.76 -6.83 0.80
C 2.88 2.47 -2.24
C 0.84 -7.19 1.68
C -2.38 -1.14 4.05
C 2.56 -5.13 -0.61
C 0.76 -0.25 2.89
C 1.40 0.06 -4.04
C 0.94 0.97 3.79
C 3.82 -5.75 -3.02
C 3.33 -0.45 -0.19
C -4.20 5.45 -1.97
C 4.56 -5.31 -1.93
C -1.98 -1.39 2.59
C 1.97 1.81 -1.43
C -2.34 3.34 3.22
C -3.26 3.83 4.30
C -2.40 1.31 -1.75
C 3.94 -5.01 -0.73
C -4.94 5.85 0.28
C 4.61 -0.86 -0.90
C -3.95 5.91 -3.38
C -0.08 -8.22 1.79
C -0.69 3.75 1.48
C -0.84 -5.79 0.69
C 0.79 3.87 -1.14
H 0.22 -9.17 2.23
H -4.51 1.71 -1.93
H 3.34 5.30 -3.97
H -2.74 1.28 3.58
H -4.12 6.98 -3.47
H -3.82 2.69 0.00
H 5.03 -0.03 -1.48
H -2.10 -8.85 1.44
H -2.94 5.68 -3.70
H 4.51 -4.68 0.13
H 1.53 5.54 -2.22
H -2.93 -1.84 0.68
H 4.17 1.50 0.29
H -3.37 -0.69 4.11
H -3.87 -2.31 2.10
H 4.23 0.32 1.60
H -0.09 4.41 -0.82
H 0.36 -0.16 -3.81
H 4.31 -6.00 -3.95
H -3.51 3.03 4.99
H -3.64 1.53 -3.48
H -1.13 -4.84 0.27
H 1.19 -2.41 -3.06
H 0.74 -5.64 -1.62
H 4.56 5.06 -2.73
H 1.85 -7.32 2.04
H 2.70 -2.45 -4.00
H -4.80 4.22 1.66
H -3.76 -0.60 1.63
H -0.04 4.46 1.00
H 1.93 -1.55 4.14
H -1.54 5.26 2.71
H -2.78 -6.68 0.46
H 0.82 -2.44 3.13
H 4.49 -1.71 -1.56
H -4.20 4.24 3.90
H 2.72 -2.60 -2.24
H 5.36 -1.14 -0.15
H 5.64 -5.20 -2.02
H 2.72 1.15 1.20
H -1.42 -2.33 2.53
H 1.85 -6.23 -3.73
H -1.69 -0.50 4.60
H 4.35 3.85 -3.99
H -2.79 4.63 4.88
H -4.62 5.39 -4.08
H -4.95 7.33 -1.27
H 3.36 -0.26 -3.20
H 0.22 -1.56 4.55
H 1.52 1.14 -4.11
H 1.00 1.91 3.23
H 1.87 0.85 4.35
H 2.95 -1.30 0.39
H -2.44 -2.09 4.59
H 1.56 -0.25 2.14
H 3.67 1.90 -2.72
H 1.63 -0.38 -5.02
H 0.13 1.07 4.51
```

Results
E_LUMO (spin up / spin down) = 2.2 / 2.2 eV
E_tot = -212540.0040 eV
ΔE to the lowest compared entry with this formula, charge and spin = 0.0 kJ/mol
Net charge = -1
Spin multiplicity = 2
HOMO energy (spin up / spin down) = -4.86 / -4.87 eV



F_max, respectively: 1.84, 4.26, 0.56 eV/A.